Entry 1:
{
  "formula": "C31H52BrIrN3OP2",
  "method": "ωB97M-V/def2-TZVPD",
  "gap_ev": [5.219, 3.772],
  "multiplicity": 6,
  "lumo_energy_ev": [-11.560, -13.752],
  "total_charge": 4,
  "species": ["N", "C", "C", "C", "C", "C", "C", "Ir", "P", "C", "C", "C", "C", "C", "C", "C", "Br", "H", "H", "H", "H", "H", "H", "H", "H", "H", "H", "P", "C", "C", "H", "H", "H", "H", "H", "C", "C", "H", "H", "H", "H", "H", "C", "C", "H", "H", "H", "H", "H", "C", "C", "H", "H", "H", "H", "H", "C", "C", "H", "H", "H", "H", "H", "C", "C", "H", "H", "H", "H", "H", "C", "N", "C", "C", "C", "N", "C", "C", "O", "H", "H", "H", "H", "H", "H", "H", "H", "H", "H", "H", "H"],
  "xyz": [[9.15861, -2.19850, 0.34114], [8.33475, -2.70311, 1.27455], [7.01055, -2.26553, 1.42408], [6.47384, -1.28242, 0.53760], [7.38158, -0.74972, -0.40252], [8.70641, -1.22634, -0.44996], [5.07561, -0.92288, 0.63090], [1.05876, 0.42704, 0.21525], [-3.07215, -1.00735, -2.53475], [4.34800, -0.38743, -0.39445], [2.98909, -0.78054, -0.61181], [2.47126, -0.76110, -1.93821], [1.15562, -1.16066, -2.13904], [0.44064, -1.67567, -1.02223], [1.04721, -1.95573, 0.21622], [2.20398, -1.18994, 0.54321], [-1.44256, -2.10609, -1.20325], [4.60210, -1.18860, 1.57453], [4.79374, 0.19276, -1.20898], [6.41013, -2.70866, 2.22550], [7.09319, 0.04135, -1.08088], [8.73927, -3.50962, 1.90743], [9.41853, -0.82496, -1.17412], [3.13204, -0.40228, -2.75283], [2.63764, -1.28244, 1.53335], [0.69914, -1.17994, -3.12261], [0.50406, -2.46624, 1.01736], [-0.02351, 2.11834, -0.66085], [-3.53517, -2.76425, -2.89873], [-4.04953, -3.39770, -4.17622], [-4.12091, -3.12601, -2.03644], [-2.55758, -3.29126, -2.82102], [-3.91634, -4.47381, -4.00282], [-5.11214, -3.20628, -4.32685], [-3.44617, -3.11581, -5.04716], [-2.26361, -0.07361, -3.89034], [-3.04971, 0.40827, -5.12740], [-1.35125, -0.61505, -4.22757], [-1.91175, 0.85162, -3.38385], [-2.29622, 0.69697, -5.87128], [-3.70376, -0.34689, -5.57636], [-3.63360, 1.30845, -4.89187], [-3.86044, 0.11491, -1.38192], [-5.39128, 0.13054, -1.32661], [-3.52235, 1.12221, -1.65460], [-3.47817, -0.04554, -0.36971], [-5.70274, 0.95049, -0.66897], [-5.85625, 0.31492, -2.29604], [-5.79936, -0.79154, -0.90593], [-1.38670, 3.23656, -0.26993], [-1.00741, 4.54010, 0.43595], [-2.12897, 2.66741, 0.31088], [-1.87825, 3.46500, -1.23326], [-0.75723, 4.37422, 1.48906], [-0.16898, 5.04273, -0.05910], [-1.86423, 5.22308, 0.39987], [0.09074, 2.15249, -2.45914], [1.38938, 2.53076, -3.15348], [-0.73696, 2.80117, -2.79345], [-0.15886, 1.11364, -2.75355], [1.78933, 3.49080, -2.82535], [2.15210, 1.76077, -3.02760], [1.17982, 2.60164, -4.22814], [1.49553, 2.64389, 0.26147], [1.39485, 2.16480, 1.71293], [1.46445, 3.74007, 0.18580], [2.40307, 2.26000, -0.23903], [2.37845, 1.94641, 2.14135], [0.87765, 2.92501, 2.31111], [0.70908, 1.25167, 1.89861], [-2.47794, 1.67412, 2.62736], [-2.20489, 0.58404, 3.53646], [-2.50076, 0.82938, 4.93193], [-2.77316, -0.46847, 5.63067], [-1.59327, -1.37660, 5.40116], [-1.42048, -1.58807, 3.97958], [-0.77332, -2.79518, 3.51663], [-1.57781, -0.56441, 3.09151], [-1.16910, -0.63845, 1.90606], [-2.31805, 1.30245, 1.61387], [-1.82205, 2.53311, 2.85162], [-3.51617, 1.99249, 2.76073], [-1.65189, 1.35007, 5.40209], [-3.35781, 1.50056, 4.95738], [-3.68005, -0.92294, 5.22086], [-2.93638, -0.29575, 6.69539], [-1.72282, -2.34662, 5.87800], [-0.69010, -0.91938, 5.83039], [0.31321, -2.63629, 3.42040], [-0.96471, -3.59073, 4.24045], [-1.18851, -3.04994, 2.53956]],
  "atomic_forces_ev_per_a": [[-4.5, 1.4, 0.6], [1.3, -1.3, 0.7], [0.1, 0.6, -0.7], [2.2, -0.1, 0.5], [0.3, -0.9, 0.7], [1.3, 0.3, -1.1], [-0.5, 0.7, -0.5], [-3.1, -2.3, 0.0], [-1.7, 0.2, -2.6], [1.6, -0.3, 0.3], [-0.4, 1.1, 0.7], [0.4, 0.3, 0.7], [-0.4, -0.8, 0.1], [0.4, -0.7, -0.1], [-0.5, 1.4, 1.2], [1.8, -3.7, -0.8], [3.2, -0.1, 1.3], [-0.1, -0.6, -0.5], [0.3, -0.7, 0.1], [0.4, 0.0, -0.4], [0.3, 0.0, -0.1], [-0.2, 0.4, -0.2], [-0.1, 0.1, 0.1], [-0.6, -0.4, 0.5], [0.1, -0.2, -0.2], [0.0, 0.2, 0.1], [0.0, 0.2, -0.4], [-1.4, 1.5, -1.5], [0.4, -0.8, 0.5], [-0.7, 0.3, -0.4], [0.1, 0.3, -0.2], [-0.6, 0.6, 0.1], [-0.1, 0.2, -0.2], [0.1, 0.0, -0.3], [-0.3, 0.0, 0.1], [0.6, 0.3, 0.3], [-0.2, 0.0, -0.1], [-0.6, 0.0, 0.3], [-0.2, -0.7, -0.2], [-0.3, -0.1, 0.1], [0.2, 0.1, 0.2], [0.0, -0.4, -0.1], [-0.9, 0.6, 0.4], [-0.4, 0.1, 0.1], [0.1, -0.2, -0.3], [0.2, -0.3, 0.0], [0.1, -0.2, -0.1], [0.1, -0.1, 0.0], [0.1, 0.1, -0.1], [-1.0, 0.0, 0.3], [0.0, 0.2, 0.1], [0.2, 0.4, -0.1], [0.3, -0.1, 0.3], [0.0, 0.1, -0.2], [-0.2, 0.0, 0.1], [0.2, -0.1, 0.1], [-0.2, -0.2, -0.6], [0.1, 0.1, -0.3], [0.4, -0.2, 0.0], [0.1, 0.6, 0.1], [0.0, 0.0, 0.0], [0.0, 0.1, 0.1], [0.2, 0.0, 0.2], [0.6, 1.1, -0.3], [0.5, 0.7, 1.0], [0.4, -0.1, 0.0], [0.0, 0.9, 0.1], [-0.3, 0.3, 0.1], [0.1, -0.3, 0.1], [0.3, 0.5, 0.5], [0.2, -0.3, 0.1], [0.6, -0.9, -0.7], [0.0, 0.4, 0.3], [-0.4, -0.1, 0.3], [0.1, 0.0, 0.6], [0.0, 0.7, -1.1], [0.2, 0.2, -0.1], [-0.4, 0.9, 1.2], [0.4, -0.2, -0.8], [-0.1, 0.2, 0.2], [-0.2, -0.1, -0.2], [0.1, 0.0, -0.1], [-0.2, 0.0, 0.0], [-0.1, 0.0, 0.2], [0.1, 0.0, 0.1], [0.1, 0.0, -0.1], [-0.1, 0.0, 0.0], [0.0, -0.1, 0.0], [-0.1, -0.2, 0.1], [0.1, 0.1, -0.3], [0.1, -0.2, 0.2]]
}



Entry 2:
{
  "formula": "C31H54AsHfN6O4",
  "method": "ωB97M-V/def2-TZVPD",
  "gap_ev": 6.525,
  "multiplicity": 1,
  "lumo_energy_ev": -2.980,
  "total_charge": 1,
  "species": ["Hf", "N", "C", "C", "N", "C", "C", "N", "C", "C", "N", "H", "H", "H", "H", "H", "H", "H", "H", "H", "H", "H", "H", "H", "H", "H", "H", "H", "H", "O", "C", "O", "C", "C", "C", "C", "C", "C", "N", "O", "O", "H", "H", "H", "H", "C", "C", "As", "C", "C", "C", "C", "H", "H", "H", "H", "H", "H", "H", "H", "H", "H", "H", "H", "H", "H", "H", "C", "C", "C", "C", "C", "C", "C", "C", "C", "C", "C", "C", "N", "H", "H", "H", "H", "H", "H", "H", "H", "H", "H", "H", "H", "H", "H", "H", "H", "H"],
  "xyz": [[0.14759, 0.90326, 0.18015], [1.33521, -0.12553, 2.01365], [1.61495, 0.56449, 3.28148], [1.84363, 2.03039, 2.97927], [0.74495, 2.60842, 2.17596], [1.18873, 3.89791, 1.59645], [0.39312, 4.22179, 0.34986], [0.57625, 3.11105, -0.59322], [-0.44763, 2.86044, 3.02653], [-1.44740, 1.71896, 3.08761], [-1.80713, 1.33442, 1.72216], [1.07490, -1.09210, 2.18083], [2.17965, -0.16445, 1.44217], [2.50101, 0.15864, 3.77561], [0.78096, 0.41344, 3.96258], [2.75949, 2.11679, 2.39448], [1.98901, 2.59690, 3.90598], [2.23967, 3.80344, 1.32141], [1.11801, 4.70462, 2.33331], [0.71887, 5.17829, -0.06354], [-0.67373, 4.30732, 0.56657], [1.53908, 3.05984, -0.91653], [-0.01009, 3.22483, -1.41492], [-0.96834, 3.72924, 2.61902], [-0.12975, 3.13513, 4.03819], [-2.30905, 2.04820, 3.67491], [-1.04424, 0.83854, 3.58206], [-2.32622, 2.07838, 1.26244], [-2.40702, 0.51380, 1.72769], [-1.70119, 1.78242, -1.00227], [-2.13934, 0.60834, -1.17820], [-1.42987, -0.36399, -0.77164], [-3.45620, 0.36832, -1.81403], [-3.82563, -0.92477, -2.16890], [-5.05775, -1.15350, -2.75646], [-5.89284, -0.07184, -2.96570], [-5.54766, 1.22409, -2.62937], [-4.30889, 1.44196, -2.05230], [-7.22049, -0.31201, -3.58154], [-7.49072, -1.45248, -3.88873], [-7.93733, 0.65103, -3.74652], [-3.14205, -1.74203, -1.98895], [-5.37697, -2.14172, -3.05167], [-6.23949, 2.02961, -2.82388], [-3.99424, 2.44190, -1.78822], [-2.47017, -3.85082, -0.44017], [-2.78309, -3.19306, 0.89968], [-1.24312, -2.28406, 1.73025], [-1.48535, -2.88747, 3.58706], [-2.71118, -2.25678, 4.23744], [0.25728, -3.48317, 1.27949], [0.96546, -3.13846, -0.02830], [-3.38526, -4.21240, -0.91162], [-1.80526, -4.70605, -0.32401], [-1.98989, -3.15206, -1.12677], [-3.15972, -3.92916, 1.61266], [-3.56110, -2.43818, 0.77154], [-0.57910, -2.62359, 4.13900], [-1.55476, -3.97737, 3.59140], [-2.61839, -1.16845, 4.29074], [-2.85566, -2.62241, 5.25433], [-3.62169, -2.48155, 3.67884], [-0.10582, -4.51184, 1.28109], [0.95260, -3.41174, 2.12289], [0.30727, -3.26086, -0.88804], [1.83359, -3.78041, -0.18423], [1.32024, -2.10399, -0.04963], [4.86578, -0.03206, 1.50641], [4.69425, 0.62739, 0.13541], [4.10997, 2.03448, 0.22107], [4.06589, -0.24798, -0.95162], [4.96124, -1.14015, -1.54350], [4.65213, -1.84192, -2.68802], [3.47393, -1.51707, -3.34166], [2.55032, -0.63247, -2.80402], [1.49379, -0.11647, -3.77168], [1.68424, 1.38766, -3.99108], [0.02873, -0.41279, -3.48252], [2.75647, -0.12180, -1.48878], [1.70521, 0.44866, -0.77453], [5.55200, 0.55238, 2.12352], [3.93823, -0.12019, 2.07057], [5.27803, -1.03600, 1.40258], [5.71747, 0.76620, -0.22465], [3.04350, 1.99688, 0.43870], [4.23255, 2.55559, -0.73042], [4.61978, 2.61669, 0.99336], [5.94417, -1.25334, -1.09725], [5.35113, -2.54687, -3.11691], [3.27986, -1.93156, -4.32434], [1.73022, -0.60833, -4.71845], [1.49631, 1.92571, -3.05729], [0.98951, 1.76128, -4.74623], [2.70041, 1.61627, -4.31327], [-0.35891, 0.31560, -2.77821], [-0.12292, -1.41171, -3.07221], [-0.55396, -0.32199, -4.40236]],
  "atomic_forces_ev_per_a": [[0.4, 0.6, 0.1], [0.0, -0.1, -0.1], [0.0, 0.0, 0.0], [0.0, 0.0, 0.0], [0.0, -0.1, 0.0], [0.0, 0.0, 0.0], [0.0, 0.0, 0.0], [0.1, -0.1, 0.1], [0.0, 0.0, 0.0], [0.0, 0.0, 0.0], [0.0, 0.0, 0.0], [-0.1, 0.0, 0.0], [0.0, 0.0, 0.0], [0.0, 0.0, 0.0], [0.0, 0.0, 0.0], [0.0, 0.0, 0.1], [0.0, 0.0, 0.0], [0.0, 0.0, 0.0], [0.0, 0.0, 0.0], [0.0, 0.0, 0.0], [0.0, 0.0, 0.0], [0.0, 0.0, 0.0], [0.0, 0.0, 0.0], [0.0, 0.0, 0.0], [0.0, 0.0, 0.0], [0.0, 0.0, 0.0], [0.0, 0.0, 0.0], [0.0, 0.0, 0.0], [0.1, 0.0, 0.0], [0.1, -0.1, -0.1], [0.0, -0.1, 0.0], [-0.1, 0.0, 0.2], [0.0, 0.0, 0.0], [0.0, 0.0, 0.0], [0.0, 0.0, 0.0], [0.0, 0.0, 0.0], [0.0, 0.0, 0.0], [0.0, 0.0, 0.0], [0.0, 0.0, -0.1], [0.0, 0.0, 0.0], [0.0, 0.0, 0.0], [0.0, 0.0, 0.0], [0.0, 0.0, 0.0], [0.0, 0.0, 0.0], [0.0, 0.0, 0.0], [0.0, 0.0, 0.0], [0.0, 0.0, 0.0], [0.0, 0.0, 0.1], [0.0, 0.0, 0.0], [0.0, 0.0, 0.0], [0.0, 0.0, 0.0], [0.0, 0.0, 0.0], [0.0, 0.0, 0.0], [0.0, 0.0, 0.0], [0.0, 0.0, 0.0], [0.0, 0.0, 0.0], [0.0, 0.0, 0.0], [0.0, 0.0, 0.0], [0.0, 0.0, 0.0], [0.0, 0.0, 0.0], [0.0, 0.0, 0.0], [0.0, 0.0, 0.0], [0.0, 0.0, 0.0], [0.0, 0.0, 0.0], [0.0, 0.0, 0.0], [0.0, 0.0, 0.0], [0.0, 0.0, 0.0], [0.0, 0.0, 0.0], [0.0, 0.0, 0.0], [0.0, 0.0, 0.0], [0.0, 0.0, 0.0], [0.0, 0.0, 0.0], [0.0, 0.0, 0.0], [0.0, 0.0, 0.0], [0.0, 0.0, 0.0], [0.0, 0.0, 0.0], [0.0, 0.0, 0.0], [0.0, 0.0, 0.0], [0.1, 0.1, 0.1], [-0.4, -0.1, -0.4], [0.0, 0.0, 0.0], [-0.1, 0.0, 0.0], [0.0, 0.0, 0.0], [0.0, 0.0, 0.0], [0.1, 0.0, -0.1], [0.0, 0.0, 0.0], [0.0, 0.0, 0.0], [0.0, 0.0, 0.0], [0.0, 0.0, 0.0], [0.0, 0.0, 0.0], [0.0, 0.0, 0.0], [0.0, 0.0, 0.0], [0.0, 0.0, 0.0], [0.0, 0.0, 0.0], [0.0, 0.0, 0.0], [0.0, 0.0, 0.0], [0.0, 0.0, 0.0]]
}



Largest force on an atom per entry: 4.780; 0.692 eV Å⁻¹
Energy above the lowest of the compared OMol25 structures with the same formula, charge and spin per entry: 0.0; 0.0 kJ/mol